DFT (ωB97M-V with the def2-TZVPD basis set) results for C73H171N10O27 as an isolated structure in a non-equilibrium geometry.

CARTESIAN COORDINATES (ANGSTROEM)
C -1.08 3.41 6.72
C 0.21 4.16 6.30
C -0.14 5.54 5.57
N 1.12 6.22 5.06
C 2.24 6.47 6.13
C 1.86 7.66 7.05
C 1.47 8.91 6.27
C 0.44 8.71 5.13
C 0.95 7.54 4.26
C 1.79 5.36 3.97
H -1.30 2.51 6.15
H -1.95 3.99 6.40
H -1.14 3.37 7.80
H 0.86 3.42 5.84
H 0.75 4.44 7.20
H -0.72 6.19 6.23
H -0.74 5.52 4.66
H 2.51 5.60 6.74
H 3.16 6.77 5.61
H 1.07 7.38 7.75
H 2.77 7.81 7.63
H 1.27 9.68 7.01
H 2.39 9.37 5.92
H -0.49 8.45 5.64
H 0.27 9.56 4.47
H 0.34 7.34 3.38
H 1.86 7.96 3.84
H 2.65 5.75 3.42
H 1.13 5.13 3.13
H 2.03 4.34 4.28
C -4.08 1.64 -0.80
C -3.75 2.07 -2.32
C -5.06 2.11 -3.14
N -4.89 2.14 -4.68
C -6.29 2.13 -5.36
C -6.03 2.30 -6.88
C -5.12 3.49 -7.40
C -3.75 3.27 -6.62
C -3.94 3.28 -5.07
C -4.08 0.76 -4.99
H -4.89 2.22 -0.36
H -3.19 1.67 -0.18
H -4.61 0.69 -0.77
H -3.03 1.36 -2.73
H -3.23 3.02 -2.35
H -5.56 3.07 -3.02
H -5.64 1.24 -2.81
H -6.83 3.00 -4.97
H -6.77 1.25 -4.93
H -6.99 2.28 -7.39
H -5.55 1.36 -7.15
H -5.44 4.50 -7.12
H -4.93 3.57 -8.47
H -3.06 4.09 -6.84
H -3.26 2.35 -6.90
H -4.46 4.19 -4.75
H -2.99 3.20 -4.54
H -3.03 1.01 -4.82
H -4.40 0.28 -5.92
H -4.50 0.04 -4.28
C -4.24 -2.72 -1.70
C -5.58 -2.48 -2.44
C -5.76 -3.37 -3.74
N -6.99 -3.26 -4.64
C -6.90 -4.39 -5.75
C -8.18 -4.60 -6.51
C -9.37 -4.85 -5.58
C -9.59 -3.63 -4.66
C -8.27 -3.51 -3.77
C -7.04 -1.88 -5.38
H -3.42 -2.75 -2.42
H -4.21 -3.78 -1.45
H -4.03 -2.14 -0.80
H -5.43 -1.43 -2.68
H -6.52 -2.60 -1.90
H -5.71 -4.41 -3.43
H -4.91 -3.19 -4.40
H -6.82 -5.35 -5.24
H -5.98 -4.28 -6.32
H -8.14 -5.32 -7.33
H -8.25 -3.75 -7.18
H -9.15 -5.76 -5.02
H -10.23 -5.13 -6.18
H -10.48 -3.81 -4.06
H -9.73 -2.83 -5.38
H -8.08 -4.45 -3.26
H -8.39 -2.62 -3.14
H -7.86 -1.71 -6.07
H -6.12 -1.91 -5.96
H -7.03 -1.18 -4.54
C -0.79 -1.12 -2.44
C -1.17 -0.43 -1.14
C -0.03 -0.61 -0.07
N -0.32 -0.72 1.51
C -0.60 0.79 2.00
C -0.60 0.99 3.49
C 0.69 0.41 4.19
C 1.07 -1.00 3.71
C 1.06 -1.16 2.21
C -1.53 -1.64 1.83
H -1.58 -0.94 -3.18
H -0.78 -2.20 -2.33
H 0.17 -0.83 -2.87
H -2.07 -0.71 -0.58
H -1.15 0.62 -1.45
H 0.74 0.16 -0.06
H 0.37 -1.58 -0.34
H 0.15 1.48 1.61
H -1.55 1.03 1.52
H -0.76 2.05 3.70
H -1.49 0.50 3.89
H 1.51 1.03 3.82
H 0.63 0.39 5.27
H 1.94 -1.40 4.23
H 0.27 -1.68 4.00
H 1.80 -0.41 1.95
H 1.32 -2.17 1.88
H -2.29 -0.95 1.47
H -1.63 -1.86 2.89
H -1.51 -2.53 1.19
C 0.62 -2.14 -6.57
N 1.95 -1.47 -6.70
C 1.75 0.01 -7.23
C 2.54 -1.35 -5.30
C 2.88 -2.28 -7.71
C 2.89 -3.78 -7.58
O 3.42 -4.20 -6.33
H 0.83 -3.01 -5.95
H 0.30 -2.31 -7.60
H -0.07 -1.43 -6.11
H 0.94 0.49 -6.67
H 1.45 -0.09 -8.27
H 2.69 0.56 -7.19
H 1.78 -0.96 -4.62
H 3.49 -0.82 -5.38
H 2.80 -2.34 -4.91
H 3.86 -1.84 -7.54
H 2.50 -2.05 -8.71
H 3.71 -3.97 -8.27
H 1.96 -4.28 -7.86
H 3.02 -5.06 -6.21
C -0.53 -7.84 -4.25
N -0.42 -7.04 -2.99
C -1.61 -7.33 -2.10
C 0.93 -7.29 -2.32
C -0.41 -5.52 -3.30
C -1.72 -5.07 -4.05
O -1.36 -3.68 -4.24
H 0.44 -8.02 -4.72
H -1.12 -7.34 -5.02
H -0.98 -8.81 -4.08
H -2.55 -6.97 -2.51
H -1.34 -6.90 -1.14
H -1.54 -8.42 -2.02
H 1.30 -8.30 -2.45
H 0.96 -6.91 -1.29
H 1.59 -6.69 -2.95
H 0.36 -5.21 -4.01
H -0.37 -5.06 -2.31
H -2.64 -4.97 -3.47
H -1.90 -5.52 -5.03
H -1.94 -3.27 -4.89
C 6.04 -1.69 4.11
N 5.75 -2.85 3.14
C 5.68 -2.51 1.63
C 6.95 -3.83 3.24
C 4.31 -3.43 3.53
C 3.95 -3.55 5.06
O 4.92 -4.36 5.68
H 6.46 -2.08 5.03
H 5.12 -1.17 4.41
H 6.72 -1.04 3.57
H 5.52 -3.44 1.08
H 6.60 -1.95 1.45
H 4.82 -1.85 1.61
H 6.76 -4.63 2.52
H 6.95 -4.26 4.24
H 7.86 -3.28 3.01
H 4.16 -4.32 2.91
H 3.64 -2.72 3.05
H 3.00 -4.07 5.10
H 3.95 -2.60 5.60
H 5.01 -4.00 6.56
C 3.12 6.79 -2.00
N 3.12 5.36 -1.47
C 3.50 4.48 -2.61
C 4.09 5.26 -0.26
C 1.75 5.08 -0.90
C 1.37 3.81 -0.11
O 2.23 2.78 -0.59
H 2.34 6.85 -2.76
H 4.09 7.07 -2.39
H 2.90 7.47 -1.18
H 4.52 4.73 -2.90
H 2.82 4.62 -3.45
H 3.42 3.39 -2.63
H 4.18 4.22 0.05
H 3.71 5.88 0.55
H 5.06 5.63 -0.57
H 1.30 5.10 -1.90
H 1.41 5.97 -0.36
H 0.33 3.66 -0.40
H 1.39 3.98 0.97
H 2.54 2.12 0.04
C 0.76 0.62 8.42
N 0.56 -0.93 8.29
C -0.72 -1.26 7.56
C 1.72 -1.58 7.50
C 0.70 -1.67 9.64
C -0.29 -1.08 10.71
O -1.62 -1.45 10.42
H 1.49 1.08 9.08
H -0.25 0.99 8.63
H 0.99 1.04 7.44
H -0.87 -2.31 7.82
H -0.67 -1.14 6.47
H -1.52 -0.71 8.05
H 1.71 -1.05 6.54
H 1.69 -2.66 7.44
H 2.62 -1.25 8.01
H 1.75 -1.43 9.79
H 0.37 -2.70 9.50
H -0.17 0.00 10.75
H 0.01 -1.54 11.66
H -2.23 -1.26 11.14
C 6.32 -0.60 -3.37
N 5.85 0.65 -2.59
C 6.62 0.79 -1.26
C 6.16 1.81 -3.58
C 4.40 0.56 -2.29
C 3.86 -0.72 -1.60
O 3.55 -1.77 -2.55
H 5.59 -0.88 -4.13
H 6.52 -1.40 -2.66
H 7.34 -0.33 -3.64
H 6.64 1.79 -0.82
H 7.67 0.63 -1.53
H 6.32 0.03 -0.53
H 5.55 1.76 -4.48
H 7.19 1.87 -3.92
H 6.11 2.82 -3.17
H 3.93 0.60 -3.28
H 4.16 1.39 -1.63
H 2.92 -0.70 -1.05
H 4.56 -1.18 -0.91
H 2.88 -2.32 -2.14
O 0.60 -4.62 -0.04
C 1.71 -3.90 -0.22
O 1.91 -3.41 -1.33
O 2.54 -4.06 0.66
H 0.88 -5.07 0.76
O -2.55 3.83 2.71
C -2.00 4.44 1.61
O -1.20 5.38 1.74
O -2.30 4.00 0.49
H -2.09 4.44 3.29
O -0.42 -3.93 3.52
C -0.43 -4.36 4.72
O 0.18 -3.94 5.66
O -1.28 -5.24 4.69
H -1.08 -4.61 3.69
O 3.18 1.09 6.07
C 3.47 2.39 6.36
O 3.86 3.15 5.48
O 3.24 2.81 7.46
H 3.59 1.16 5.21
O 0.03 2.77 -3.13
C 0.43 2.21 -4.26
O 1.42 1.49 -4.12
O -0.16 2.38 -5.29
H 0.45 2.14 -2.54
O -4.58 0.64 4.30
C -4.89 0.99 5.52
O -6.05 1.23 5.88
O -3.87 1.04 6.28
H -3.76 0.58 4.81
O 3.95 3.04 2.83
C 3.93 1.74 2.45
O 3.49 1.49 1.28
O 4.13 0.79 3.20
H 4.03 2.66 3.71

Properties
- M (g mol⁻¹) = 1621.2
- lowest unoccupied orbital energy (eV) = -6.504
- charge = +3
- total energy (a.u.) = -5461.636789
- Kohn-Sham gap (Ha) = 0.094
- F_max (hartree/bohr) = 0.1903
- HOMO energy (eV) = -9.06

Löwdin population analysis, charges in e, atoms 1 to 4:
1 C -0.08
2 C -0.17
3 C -0.06
4 N -0.18

---

DFT (ωB97M-V with the def2-TZVPD basis set) results for a 8-piece molecular cluster, C73H84F7N2O2PSSi overall in a non-equilibrium geometry.

CARTESIAN COORDINATES (ANGSTROEM)
C 7.33 0.66 0.39
O 7.65 2.01 -0.12
C 7.77 2.04 -1.59
C 6.63 2.93 -2.36
C 5.73 3.90 -1.38
C 4.62 3.08 -0.46
C 3.46 2.32 -1.34
C 3.87 0.75 -1.74
C 3.37 0.35 -3.26
C 2.86 -1.24 -3.38
C 1.21 -1.17 -3.28
C 0.32 -1.64 -1.96
C -1.34 -1.51 -1.89
P -2.24 -2.10 -0.31
O -2.37 -3.70 -0.32
C -2.18 -0.87 -3.18
C -3.80 -0.63 -3.23
C -4.32 0.77 -2.55
C -3.43 2.09 -2.92
C -4.26 3.26 -3.75
C -3.97 4.78 -3.20
C -2.40 5.10 -2.84
C -2.20 5.61 -1.26
C -0.90 4.94 -0.52
Si -1.29 3.44 0.63
C -0.76 1.84 -0.38
C -3.19 3.28 1.09
C -0.34 3.44 2.30
C -0.49 4.67 3.37
C 0.32 4.67 4.82
C 1.35 3.41 5.16
C 1.53 2.17 4.11
C 0.66 2.19 2.69
C -1.26 -0.45 -4.50
N -2.02 0.10 -5.69
S -0.66 0.43 -6.79
N 0.81 -0.06 -5.91
C 0.37 -0.59 -4.56
H 7.85 -0.21 -0.20
H 7.68 0.55 1.52
H 6.17 0.44 0.39
H 7.70 0.94 -2.05
H 8.82 2.48 -1.87
H 5.96 2.21 -2.99
H 7.18 3.64 -3.14
H 6.46 4.56 -0.72
H 5.14 4.67 -2.06
H 5.10 2.34 0.31
H 4.06 3.92 0.18
H 2.51 2.24 -0.64
H 3.24 2.91 -2.33
H 3.43 0.06 -0.90
H 5.05 0.69 -1.64
H 4.25 0.53 -4.01
H 2.46 1.09 -3.52
H 3.15 -1.59 -4.46
H 3.35 -1.86 -2.52
H 0.92 -2.08 -1.04
H -1.38 -1.81 0.85
H -3.57 -1.56 -0.17
H -4.31 -1.51 -2.60
H -4.27 -0.71 -4.31
H -5.46 0.99 -2.78
H -4.25 0.62 -1.37
H -2.45 1.88 -3.54
H -3.06 2.56 -1.89
H -3.88 3.21 -4.88
H -5.40 3.01 -3.68
H -4.32 5.52 -4.07
H -4.67 4.99 -2.28
H -2.09 6.04 -3.50
H -1.65 4.25 -3.11
H -2.03 6.79 -1.22
H -3.23 5.43 -0.69
H -0.18 4.55 -1.38
H -0.28 5.78 0.05
H 0.39 1.58 -0.22
H -0.87 2.03 -1.56
H -1.46 0.96 -0.03
H -3.61 4.39 1.24
H -3.38 2.65 2.06
H -3.78 2.86 0.15
H -1.21 5.58 3.15
H 0.22 5.50 5.64
H 1.96 3.39 6.19
H 2.24 1.23 4.29
H 0.79 1.29 1.94
F 5.70 2.00 3.68
C 6.31 3.19 3.69
C 7.09 3.56 2.61
C 7.73 4.80 2.61
C 7.60 5.65 3.72
C 6.81 5.26 4.81
C 6.17 4.03 4.79
H 7.20 2.89 1.76
H 8.34 5.11 1.76
H 8.10 6.61 3.72
H 6.71 5.92 5.66
H 5.55 3.71 5.63
F -4.82 -2.71 -4.84
C -4.19 -3.88 -4.71
C -2.81 -3.92 -4.65
C -2.15 -5.14 -4.51
C -2.90 -6.32 -4.44
C -4.29 -6.28 -4.51
C -4.94 -5.05 -4.63
H -2.24 -2.99 -4.71
H -1.07 -5.18 -4.46
H -2.39 -7.28 -4.34
H -4.87 -7.20 -4.46
H -6.03 -5.00 -4.68
F -1.03 6.65 6.62
C -1.97 6.08 7.38
C -2.12 6.48 8.70
C -3.11 5.88 9.49
C -3.92 4.89 8.95
C -3.75 4.49 7.62
C -2.78 5.09 6.83
H -1.48 7.25 9.11
H -3.24 6.20 10.53
H -4.69 4.42 9.57
H -4.39 3.71 7.21
H -2.64 4.80 5.80
F -2.35 -3.07 5.42
C -3.08 -3.95 4.72
C -3.74 -4.98 5.39
C -4.51 -5.89 4.66
C -4.60 -5.77 3.27
C -3.93 -4.74 2.61
C -3.17 -3.82 3.34
H -3.66 -5.06 6.47
H -5.03 -6.69 5.18
H -5.19 -6.49 2.71
H -3.99 -4.66 1.53
H -2.65 -3.01 2.84
F 0.91 -2.39 1.50
C 1.54 -3.56 1.63
C 2.93 -3.60 1.68
C 3.58 -4.82 1.82
C 2.84 -6.00 1.89
C 1.44 -5.96 1.83
C 0.79 -4.73 1.70
H 3.49 -2.67 1.62
H 4.66 -4.86 1.88
H 3.35 -6.96 2.00
H 0.87 -6.88 1.88
H -0.29 -4.68 1.66
F -7.84 -6.07 -4.11
C -8.38 -5.30 -3.16
C -9.76 -5.30 -2.98
C -10.32 -4.50 -1.98
C -9.49 -3.70 -1.19
C -8.11 -3.71 -1.38
C -7.55 -4.52 -2.37
H -10.38 -5.92 -3.61
H -11.39 -4.50 -1.83
H -9.93 -3.08 -0.41
H -7.47 -3.08 -0.76
H -6.48 -4.54 -2.53
F 6.70 -3.89 -0.18
C 6.26 -4.34 -1.36
C 4.90 -4.24 -1.67
C 4.44 -4.71 -2.90
C 5.34 -5.27 -3.81
C 6.69 -5.36 -3.49
C 7.16 -4.89 -2.27
H 4.22 -3.81 -0.94
H 3.39 -4.63 -3.15
H 4.98 -5.63 -4.77
H 7.39 -5.80 -4.20
H 8.21 -4.95 -2.01

Properties
- M (g mol⁻¹) = 1245.6
- energy above the lowest of the compared OMol25 structures with the same formula, charge and spin (kcal per mole) = 281.1
- lowest unoccupied orbital energy (eV) = -1.760
- total energy (a.u.) = -4819.242881
- Kohn-Sham gap (Ha) = 0.242
- F_max (hartree/bohr) = 0.1448
- HOMO energy (eV) = -8.36
- SMILES string = COCCCCCCCCc1cc([PH2]=O)c(CCCCCCCC[Si](C)(C)c2ccccc2)c2nsnc12.Fc1ccccc1.Fc1ccccc1.Fc1ccccc1.Fc1ccccc1.Fc1ccccc1.Fc1ccccc1.Fc1ccccc1

Löwdin population analysis, charges in e, atoms 1 to 4:
1 C -0.12
2 O -0.29
3 C -0.20
4 C -0.18